Entry from the OMol25 dataset: a single C4H7NO molecule (ωB97M-V/def2-TZVPD).

* HOMO level: -8.8 eV
* LUMO level: 0.0 eV
* relative energy (zero: lowest compared OMol25 entry of this formula, charge and spin): 506.17 kJ/mol
* energy: -7794.3983 eV
* orbital gap: 8.7844 eV
* charge: 0

Each atom is followed by the atoms it is bonded to, with distances in Å.
Positions of all 13 atoms, in Å:
1 O 1.780 0.654 0.536  C2 1.394, H7 0.970
2 C 0.925 0.210 -0.471  O1 1.394, C3 1.556, C6 1.532, H8 1.096
3 C 0.318 -1.222 -0.440  C2 1.556, C4 1.542, H9 1.098, H10 1.097
4 C -1.100 -0.692 -0.729  C3 1.542, C6 1.517
5 N -0.980 0.607 0.994  C6 1.486, H11 1.028, H12 1.017
6 C -0.533 0.681 -0.421  C2 1.532, C4 1.517, N5 1.486, H13 1.093
7 H 1.207 0.814 1.302  O1 0.970
8 H 1.395 0.417 -1.440  C2 1.096
9 H 0.435 -1.762 0.509  C3 1.098
10 H 0.615 -1.917 -1.234  C3 1.097
11 H -1.205 -0.363 1.254  N5 1.028
12 H -1.861 1.108 1.081  N5 1.017
13 H -0.889 1.607 -0.879  C6 1.093